DFT (ωB97M-V/def2-TZVPD) results for a structure of composition C31H67GaN2O9SSi4.

Structure (ORCA input):
```
! wB97M-V def2-TZVPD RIJCOSX def2/J DEFGRID3
* xyz 0 1
Ga -1.326 -0.186 -0.124
C -1.367 -0.163 3.609
O -1.407 -0.898 2.403
Si -2.726 -1.819 1.941
C -2.604 -3.432 2.890
C -4.288 -1.041 2.619
C -2.527 -1.810 0.069
Si -4.165 -1.531 -0.884
C -5.097 0.028 -0.390
C -3.972 -1.466 -2.749
C -5.355 -2.958 -0.529
Si -1.613 -3.372 -0.547
C -2.482 -4.994 -0.142
C -1.297 -3.398 -2.395
C 0.038 -3.481 0.326
H -1.457 -0.823 4.477
H -2.170 0.577 3.637
H -0.412 0.356 3.663
H -2.586 -3.177 3.953
H -1.718 -4.021 2.674
H -3.482 -4.058 2.726
H -4.315 -1.180 3.702
H -5.179 -1.511 2.206
H -4.331 0.025 2.405
H -4.434 0.777 0.029
H -5.876 -0.187 0.339
H -5.573 0.448 -1.279
H -3.131 -0.866 -3.085
H -4.874 -1.015 -3.170
H -3.868 -2.457 -3.185
H -5.277 -3.323 0.497
H -5.196 -3.802 -1.198
H -6.380 -2.611 -0.680
H -3.489 -5.072 -0.541
H -2.526 -5.179 0.928
H -1.892 -5.801 -0.585
H -2.173 -3.725 -2.953
H -0.494 -4.110 -2.599
H -0.992 -2.426 -2.775
H -0.099 -3.743 1.375
H 0.592 -2.545 0.307
H 0.668 -4.247 -0.131
C 2.233 5.992 -2.703
C 1.412 4.735 -2.651
C 1.963 3.508 -3.003
C 1.220 2.339 -2.928
C -0.091 2.397 -2.500
C -0.670 3.611 -2.150
C 0.085 4.768 -2.222
S -1.138 0.976 -2.589
O -0.407 -0.253 -2.247
O -1.746 1.020 -3.884
O -2.097 1.159 -1.441
H 3.054 5.897 -3.413
H 2.665 6.211 -1.724
H 1.624 6.849 -2.993
H 2.992 3.463 -3.340
H 1.655 1.386 -3.184
H -1.706 3.642 -1.840
H -0.363 5.720 -1.958
C -4.380 3.306 0.390
N -3.070 3.532 0.977
C -2.178 2.524 1.122
N -0.909 2.875 1.417
O -2.542 1.336 1.048
H -4.784 4.265 0.076
H -5.065 2.855 1.109
H -4.301 2.652 -0.477
H -2.721 4.474 1.004
H -0.607 3.806 1.186
H -0.214 2.141 1.278
C 2.441 -2.361 -1.908
C 3.206 -1.044 -1.918
C 3.337 -0.560 -3.357
C 4.593 -1.208 -1.310
O 2.479 -0.025 -1.206
Si 1.933 0.083 0.336
O 0.345 0.425 0.348
O 2.341 -1.308 1.087
C 2.813 -1.668 2.389
C 1.806 -1.200 3.426
C 2.924 -3.189 2.399
C 4.187 -1.058 2.658
O 2.730 1.260 1.160
C 3.365 2.508 0.888
C 4.338 2.361 -0.275
C 2.321 3.571 0.580
C 4.117 2.883 2.161
H 2.842 -3.027 -2.674
H 1.389 -2.174 -2.128
H 2.518 -2.851 -0.941
H 3.994 -1.232 -3.912
H 3.768 0.442 -3.386
H 2.366 -0.553 -3.853
H 5.134 -2.002 -1.826
H 4.512 -1.471 -0.258
H 5.163 -0.284 -1.401
H 0.815 -1.567 3.157
H 1.782 -0.110 3.462
H 2.070 -1.577 4.415
H 1.947 -3.652 2.278
H 3.359 -3.524 3.341
H 3.568 -3.521 1.583
H 4.168 0.015 2.487
H 4.945 -1.508 2.017
H 4.469 -1.244 3.695
H 3.811 2.073 -1.184
H 5.074 1.590 -0.044
H 4.862 3.302 -0.447
H 1.672 3.244 -0.235
H 2.802 4.505 0.288
H 1.727 3.755 1.474
H 4.953 2.204 2.331
H 3.444 2.824 3.016
H 4.506 3.900 2.090
*
```

Relative energy (zero: lowest compared OMol25 entry of this formula, charge and spin) (kcal/mol): 11.4
Orbital gap (eV): 9.6
Max |F| (eV/Å): 0.599

---

DFT (ωB97M-V/def2-TZVPD) results for the molecule C4H11NO2.

Structure (ORCA input):
```
! wB97M-V def2-TZVPD RIJCOSX def2/J DEFGRID3
* xyz 0 1
C 0.437 0.039 -0.032
C -0.909 -0.730 0.175
C 1.231 -0.005 1.276
C 1.231 -0.632 -1.157
N 0.237 1.430 -0.399
O -1.964 -0.259 -0.611
O -2.617 0.821 0.155
H -3.553 0.743 -0.079
H -0.283 1.485 -1.268
H -0.315 1.907 0.307
H -0.811 -1.789 -0.079
H -1.247 -0.608 1.224
H 1.397 -1.033 1.589
H 2.190 0.484 1.133
H 0.695 0.519 2.064
H 2.130 -0.055 -1.357
H 1.516 -1.644 -0.876
H 0.634 -0.674 -2.065
*
```

SMILES: CC(C)(N)COO
Relative energy (zero: lowest compared OMol25 entry of this formula, charge and spin) (kcal/mol): 81.7
Orbital gap (eV): 9.8
Max |F| (eV/Å): 1.535

---

DFT (ωB97M-V/def2-TZVPD) results for the ion C2H4N with charge +1.

Structure (ORCA input):
```
! wB97M-V def2-TZVPD RIJCOSX def2/J DEFGRID3
* xyz 1 1
C 1.171 0.727 1.378
C -0.469 -0.245 -0.389
N 0.386 0.321 0.503
H 2.002 0.892 1.973
H -1.327 -0.794 -0.091
H -0.735 0.507 -1.230
H 0.029 -1.113 -0.871
*
```

SMILES: C#[N+]C
Relative energy (zero: lowest compared OMol25 entry of this formula, charge and spin) (kcal/mol): 15.5
Orbital gap (eV): 12.2
Max |F| (eV/Å): 12.911

---

DFT (ωB97M-V/def2-TZVPD) results for a structure of composition C47H43AsF4N9O3STi.

Structure (ORCA input):
```
! wB97M-V def2-TZVPD RIJCOSX def2/J DEFGRID3
* xyz 0 2
Ti 0.445 0.099 0.802
C 0.873 -3.769 0.674
C 1.902 -3.565 1.778
C 1.708 -2.266 2.552
N 1.937 -1.040 1.782
C 3.177 -0.575 1.727
C 4.301 -1.307 2.186
C 5.641 -1.003 2.212
C 6.316 0.149 1.810
C 5.731 1.288 1.314
C 4.385 1.573 1.087
C 3.240 0.798 1.221
N 2.018 1.265 0.897
C 1.723 2.693 0.995
C 1.381 2.965 2.456
C 0.061 2.365 2.944
N -0.262 0.986 2.538
C -1.307 0.412 3.135
C -2.135 1.109 4.041
C -3.178 0.693 4.846
C -3.694 -0.574 5.056
C -3.299 -1.716 4.389
C -2.401 -1.871 3.346
C -1.583 -0.952 2.664
N -0.940 -1.268 1.536
C -1.349 -2.498 0.839
C -0.578 -3.772 1.183
H 1.088 -4.715 0.172
H 0.997 -2.993 -0.081
H 2.908 -3.605 1.350
H 1.828 -4.391 2.494
H 2.348 -2.258 3.437
H 0.689 -2.225 2.929
H 4.080 -2.297 2.555
H 6.270 -1.797 2.599
H 7.394 0.146 1.909
H 6.409 2.097 1.064
H 4.213 2.568 0.701
H 0.887 2.935 0.347
H 2.549 3.321 0.664
H 1.302 4.043 2.612
H 2.208 2.612 3.079
H -0.748 3.029 2.620
H 0.078 2.397 4.038
H -1.943 2.169 4.099
H -3.641 1.489 5.419
H -4.477 -0.674 5.796
H -3.788 -2.634 4.697
H -2.329 -2.887 2.984
H -1.220 -2.322 -0.225
H -2.420 -2.646 0.995
H -1.128 -4.598 0.726
H -0.593 -3.959 2.262
O -3.752 3.920 1.129
C -3.998 2.623 0.889
C -5.276 2.134 1.165
C -5.579 0.811 0.923
C -4.621 -0.062 0.404
C -3.354 0.413 0.145
C -3.017 1.749 0.389
C -1.643 2.244 0.146
O -1.376 3.446 0.177
O -0.734 1.340 -0.095
H -2.839 4.098 0.803
H -6.015 2.822 1.554
H -6.580 0.450 1.126
H -4.874 -1.093 0.197
H -2.592 -0.243 -0.252
C 3.012 -3.214 -2.515
As 3.703 -1.627 -1.592
C 4.345 -0.685 -3.188
C 5.463 -2.368 -1.117
H 3.771 -3.630 -3.177
H 2.140 -2.932 -3.108
H 2.708 -3.967 -1.789
H 4.855 -1.384 -3.852
H 5.050 0.091 -2.886
H 3.517 -0.222 -3.722
H 5.956 -2.774 -2.002
H 5.355 -3.160 -0.374
H 6.082 -1.580 -0.688
F -1.340 1.723 -5.206
C -2.229 0.952 -4.575
C -3.561 1.215 -4.762
F -3.888 2.214 -5.576
C -4.580 0.508 -4.084
C -4.112 -0.519 -3.234
C -2.781 -0.771 -3.055
F -2.444 -1.796 -2.256
C -1.769 -0.039 -3.694
C -0.366 -0.261 -3.430
C 0.026 -0.636 -2.162
N 0.355 -0.878 -1.071
C 0.660 0.045 -4.360
N 1.516 0.280 -5.095
F -4.983 -1.306 -2.605
C -5.958 0.812 -4.225
C -6.459 1.758 -5.158
N -6.929 2.518 -5.886
C -6.965 0.215 -3.420
N -7.818 -0.217 -2.776
S 1.365 4.174 -3.416
C 2.947 3.692 -2.985
C 2.894 2.515 -2.309
N 1.641 1.992 -2.126
C 0.749 2.768 -2.659
H 3.813 4.272 -3.256
H 3.750 1.975 -1.928
H -0.313 2.570 -2.629
*
```

Relative energy (zero: lowest compared OMol25 entry of this formula, charge and spin) (kcal/mol): 0.0
Orbital gap (alpha / beta) (eV): 6.4 / 5.7
Max |F| (eV/Å): 0.560

---

DFT (ωB97M-V/def2-TZVPD) results for the molecule C5H8N2.

Structure (ORCA input):
```
! wB97M-V def2-TZVPD RIJCOSX def2/J DEFGRID3
* xyz 0 1
C 1.704 0.152 -0.825
C 1.072 -0.283 0.459
C -0.833 0.048 1.842
N -0.248 -0.248 0.674
C -1.155 -0.511 -0.454
C -1.423 0.702 -1.232
N -1.631 1.646 -1.865
H 1.479 1.203 -1.066
H 1.421 -0.447 -1.700
H 2.788 0.064 -0.723
H 1.657 -0.288 1.372
H -1.807 -0.361 2.071
H -0.211 0.492 2.606
H -0.721 -1.274 -1.105
H -2.096 -0.894 -0.052
*
```

Relative energy (zero: lowest compared OMol25 entry of this formula, charge and spin) (kcal/mol): 72.9
Orbital gap (alpha / beta) (eV): 7.6 / 7.7
Max |F| (eV/Å): 1.110

---

DFT (ωB97M-V/def2-TZVPD) results for a cluster of 3 separate species, C5H16N2O3 in total.

Structure (ORCA input):
```
! wB97M-V def2-TZVPD RIJCOSX def2/J DEFGRID3
* xyz 0 1
O -1.725 -0.231 -0.664
C -0.686 0.390 -0.854
N 0.498 -0.218 -1.066
C 0.601 -1.689 -1.175
N 0.646 -2.416 0.052
C -0.650 1.903 -0.838
C 0.107 2.416 0.430
C 1.419 3.125 0.106
H 1.346 0.313 -1.145
H -0.238 -2.015 -1.779
H 1.530 -1.871 -1.704
H 1.372 -2.105 0.673
H -0.231 -2.525 0.539
H -0.139 2.256 -1.736
H -1.674 2.253 -0.846
H -0.530 3.070 0.961
H 0.356 1.581 1.011
H 2.219 2.451 -0.188
H 1.305 3.897 -0.661
H 1.762 3.698 0.969
H 2.805 -0.030 2.237
H 1.901 -0.996 3.051
O 1.894 -0.267 2.424
H -2.174 -1.765 0.300
H -2.988 -2.938 -0.191
O -2.695 -2.526 0.617
*
```

SMILES: CCCC(=O)NCN.O.O
Relative energy (zero: lowest compared OMol25 entry of this formula, charge and spin) (kcal/mol): 12.9
Orbital gap (eV): 9.6
Max |F| (eV/Å): 2.226